No. 1
Entry from the OMol25 dataset: 4 unconnected molecules or ions with the total composition C24H60BF4N3O3 at a distorted geometry (ωB97M-V/def2-TZVPD).

```
95
Properties=species:S:1:pos:R:3:forces:R:3
C 2.834 2.604 1.459 0.03 0.75 -0.62
C 2.917 1.358 0.675 1.04 -1.93 -1.52
N 3.304 0.135 1.453 0.89 -0.84 -0.47
C 4.722 0.190 1.854 0.49 0.53 1.45
C 2.502 0.062 2.705 -2.68 -0.19 -0.42
C 2.535 -1.196 3.573 -0.39 0.16 -1.54
C 3.105 -1.094 0.619 0.51 -0.60 0.86
C 3.712 -1.154 -0.754 2.17 -0.48 0.94
O 5.137 -0.897 -0.630 -0.35 -0.07 -0.31
C 5.939 -1.608 -1.598 -0.89 1.88 -0.53
H 2.816 3.394 0.691 -0.59 0.03 0.49
H 3.774 2.799 1.969 -0.06 -0.06 0.41
H 1.968 2.592 2.124 0.21 0.53 -0.16
H 3.653 1.378 -0.152 0.01 0.41 0.60
H 2.071 0.948 0.163 -1.32 0.90 -0.10
H 5.004 -0.764 2.303 0.04 0.13 -0.20
H 4.710 0.935 2.649 0.66 0.03 -0.05
H 5.416 0.456 1.066 -0.34 -0.07 -0.14
H 1.424 0.284 2.435 1.17 -0.33 -0.05
H 2.836 0.921 3.235 0.18 0.47 0.89
H 3.511 -1.322 3.939 1.17 -0.24 1.11
H 2.290 -2.131 3.064 -0.18 0.28 -0.25
H 1.786 -1.063 4.335 0.06 0.11 0.54
H 2.062 -1.282 0.563 -1.08 -0.01 -0.16
H 3.544 -1.877 1.249 -0.08 -0.01 -0.43
H 3.245 -0.536 -1.473 -0.45 0.93 -0.77
H 3.580 -2.180 -1.073 -0.21 -0.38 -0.18
H 5.718 -1.229 -2.586 -0.46 0.03 -0.53
H 5.646 -2.616 -1.559 0.30 -1.59 0.07
H 6.994 -1.376 -1.533 0.11 -0.30 0.97
C -0.297 1.232 -4.094 1.11 0.84 -0.80
C 0.395 2.111 -3.110 -0.56 1.83 1.57
N -0.122 3.586 -3.178 -2.68 -1.15 1.76
C 0.165 4.269 -4.437 0.59 0.33 -0.33
C -1.645 3.508 -3.120 -1.02 0.53 -0.83
C -2.395 3.060 -1.866 1.80 -0.82 0.72
C 0.297 4.368 -1.911 1.79 -0.57 -1.56
C 1.754 4.978 -1.966 -2.01 -1.30 0.27
O 2.635 3.964 -2.375 -1.03 -0.66 -0.44
C 3.992 4.290 -2.332 0.50 0.46 0.94
H -0.427 1.861 -4.983 -0.04 -0.84 -0.31
H -1.251 0.859 -3.775 -0.25 -0.35 0.30
H 0.422 0.450 -4.289 -0.23 -0.53 -0.38
H 1.438 2.351 -3.231 0.54 -1.01 -0.26
H 0.183 1.796 -2.071 0.40 0.30 -0.66
H -0.235 5.297 -4.317 0.56 -0.55 -0.51
H -0.213 3.773 -5.360 -0.25 0.34 1.06
H 1.232 4.183 -4.493 0.73 0.78 -0.42
H -1.912 2.782 -3.924 0.07 0.93 0.54
H -2.018 4.527 -3.449 0.42 -1.10 0.43
H -3.404 3.126 -2.141 -1.59 -0.14 -0.39
H -2.302 3.628 -0.950 0.36 0.71 -0.09
H -2.155 2.039 -1.510 -0.20 0.40 -0.72
H 0.208 3.643 -1.105 -0.10 0.16 0.07
H -0.408 5.168 -1.838 -0.43 0.52 0.33
H 1.870 5.267 -0.916 0.62 0.34 -0.10
H 1.737 5.841 -2.624 0.42 0.25 -0.10
H 4.184 5.186 -2.898 0.30 0.24 -0.67
H 4.635 3.445 -2.649 -0.64 0.49 0.15
H 4.177 4.581 -1.297 0.70 -0.20 0.23
C -4.921 -0.927 1.718 1.17 0.25 -0.72
C -4.716 -2.425 1.879 0.57 -0.55 0.33
N -3.698 -3.142 0.973 1.10 2.31 1.24
C -4.007 -2.891 -0.436 -0.44 2.49 -0.22
C -2.192 -2.597 1.211 -1.55 -0.09 -2.37
C -1.571 -3.000 2.506 -0.50 1.41 1.04
C -3.731 -4.585 1.207 0.17 -1.85 -0.42
C -3.935 -5.171 2.579 0.05 0.20 0.90
O -5.320 -5.197 2.802 -0.07 0.24 -0.42
C -5.635 -5.506 4.135 0.59 0.15 0.91
H -4.045 -0.342 2.028 0.05 -0.22 -0.46
H -5.707 -0.470 2.320 -0.35 -0.78 -0.01
H -5.151 -0.753 0.645 0.11 0.34 0.74
H -5.626 -2.922 1.666 -1.02 -0.60 -0.29
H -4.415 -2.827 2.832 -0.13 0.74 0.71
H -5.069 -2.935 -0.655 -0.17 -0.92 0.23
H -3.403 -3.586 -0.957 0.33 -0.32 -1.21
H -3.829 -1.799 -0.683 0.66 -1.38 0.22
H -2.252 -1.531 0.984 -0.31 -0.02 0.93
H -1.706 -2.885 0.251 0.09 -0.62 0.97
H -2.197 -2.579 3.331 0.15 -0.72 -0.42
H -0.685 -2.361 2.655 0.13 -0.76 -0.42
H -1.412 -4.072 2.646 0.26 0.36 -0.06
H -2.845 -5.036 0.742 -0.07 0.35 0.02
H -4.586 -4.982 0.680 -0.30 -0.01 -0.52
H -3.449 -4.615 3.388 0.04 0.13 -0.05
H -3.503 -6.185 2.651 -0.11 0.17 -0.38
H -6.711 -5.413 4.262 0.06 0.13 0.01
H -5.081 -4.780 4.822 -0.76 -1.02 -0.54
H -5.356 -6.556 4.339 0.03 0.45 0.25
B -0.508 0.188 -0.197 -0.15 2.08 -1.14
F -0.420 1.632 -0.030 0.26 -0.60 0.44
F 0.534 -0.143 -1.079 0.14 -0.52 0.01
F -0.397 -0.456 0.989 0.58 -0.56 1.28
F -1.754 -0.046 -0.759 -0.44 -0.53 -0.34
```
Forces are in eV/Å.

Values from the calculation:
HOMO energy = -14.42 eV
total charge = +2

Atomic partial charges in e from the Löwdin method, atoms 1 to 4: number 1, C, carries -0.0320; number 2, C, carries -0.1694; number 3, N, carries -0.2762; number 4, C, carries 0.0162


No. 2
Entry from the OMol25 dataset: 7 unconnected molecules or ions with the total composition C22H49BNO14PS (ωB97M-V/def2-TZVPD).

```
89
Properties=species:S:1:pos:R:3:forces:R:3
C 3.442 3.681 0.350 0.60 -0.27 -0.37
B 3.506 2.871 -0.990 0.00 0.20 0.71
O 3.768 3.511 -2.150 0.11 -0.28 -0.12
O 3.330 1.461 -0.921 -0.21 0.37 -0.38
P 2.280 0.739 -1.858 0.31 -0.71 -0.17
O 1.772 1.556 -2.964 -0.10 0.17 -0.08
O 3.005 -0.598 -2.365 0.10 0.61 0.38
N 4.332 -0.897 -1.955 0.44 -0.82 -0.33
O 1.174 0.235 -0.845 -0.26 0.18 -0.24
C -0.218 0.415 -1.213 -0.04 -0.23 0.29
C -0.649 1.852 -0.936 0.07 0.07 -0.05
C -2.134 2.084 -0.589 0.25 0.21 0.02
S -3.221 0.859 -1.262 -0.28 -0.76 -0.34
O -3.301 -0.296 -0.428 0.00 0.10 0.42
O -2.894 0.630 -2.635 0.19 0.41 -0.13
O -4.654 1.568 -1.215 0.22 -0.03 0.19
H 4.022 3.140 1.099 -0.16 0.01 0.19
H 2.419 3.791 0.704 -0.05 0.05 0.08
H 3.905 4.654 0.203 -0.20 0.17 0.11
H 3.717 2.907 -2.901 -0.19 0.09 -0.22
H 4.363 -1.032 -0.951 -0.20 0.04 -0.05
H 4.976 -0.193 -2.287 -0.28 0.37 0.07
H -0.764 -0.289 -0.590 0.05 -0.03 0.08
H -0.373 0.134 -2.249 0.05 0.05 -0.08
H -0.059 2.185 -0.082 -0.07 0.08 0.08
H -0.374 2.486 -1.774 0.04 -0.08 -0.10
H -2.455 3.030 -1.024 0.03 0.07 0.02
H -2.280 2.130 0.488 -0.25 -0.18 0.02
H -4.569 2.492 -0.955 -0.17 0.19 -0.01
C -7.370 1.999 2.044 0.11 0.12 -0.02
C -6.087 1.406 2.574 0.04 0.01 -0.03
C -6.132 -0.033 3.023 0.17 0.04 0.04
O -5.069 2.057 2.633 0.03 0.01 -0.07
H -7.202 3.033 1.756 0.00 0.01 0.01
H -7.711 1.434 1.175 -0.07 -0.06 0.05
H -8.145 1.962 2.811 -0.05 -0.09 -0.04
H -6.424 -0.673 2.189 -0.09 0.00 0.03
H -6.858 -0.152 3.829 -0.08 -0.04 -0.07
H -5.149 -0.334 3.376 0.01 0.00 -0.01
C 3.212 7.897 -2.816 -0.03 0.03 0.16
C 1.883 7.198 -2.667 0.00 -0.04 0.01
C 1.367 6.447 -3.870 -0.13 -0.05 0.12
O 1.261 7.235 -1.631 0.00 0.00 0.02
H 3.468 8.395 -1.884 -0.01 0.00 0.01
H 3.989 7.171 -3.062 -0.01 0.02 -0.10
H 3.160 8.637 -3.617 0.05 -0.07 -0.07
H 2.072 5.664 -4.153 0.05 0.06 -0.07
H 1.235 7.127 -4.713 0.11 -0.03 -0.04
H 0.411 5.990 -3.626 -0.01 0.00 0.00
C 3.852 -4.619 1.546 0.40 0.06 -0.25
C 3.333 -3.316 1.011 -0.13 0.08 0.04
C 2.013 -2.842 1.562 0.01 0.19 -0.09
O 3.935 -2.672 0.178 0.08 -0.04 0.20
H 4.812 -4.846 1.084 0.00 0.03 -0.01
H 3.979 -4.537 2.624 -0.14 -0.06 0.04
H 3.147 -5.418 1.333 -0.11 -0.04 0.13
H 2.097 -2.715 2.642 -0.02 -0.10 0.02
H 1.241 -3.586 1.358 0.01 -0.07 0.10
H 1.739 -1.896 1.099 0.01 -0.01 -0.02
C -5.314 0.927 -4.653 -0.27 0.08 0.07
C -5.696 2.304 -5.128 -0.01 -0.02 -0.01
C -5.114 2.751 -6.450 -0.10 0.15 0.05
O -6.424 3.026 -4.486 0.02 0.02 0.02
H -5.790 0.730 -3.696 0.02 0.01 0.02
H -5.647 0.177 -5.374 0.14 0.01 -0.07
H -4.235 0.863 -4.531 0.03 -0.11 -0.09
H -5.427 2.071 -7.244 0.09 -0.05 0.00
H -4.024 2.744 -6.399 0.01 -0.09 -0.05
H -5.459 3.756 -6.680 -0.01 0.00 0.00
C -0.761 -6.403 1.211 0.14 0.11 0.01
C 0.309 -7.132 1.987 -0.01 -0.02 0.00
C -0.038 -8.514 2.484 0.16 0.02 0.06
O 1.391 -6.636 2.201 -0.11 -0.03 0.00
H -0.395 -5.425 0.907 0.01 0.01 0.00
H -1.034 -6.975 0.323 -0.08 -0.04 0.04
H -1.651 -6.277 1.829 -0.05 -0.07 -0.04
H -0.284 -9.163 1.642 -0.10 0.01 0.01
H -0.902 -8.467 3.148 -0.06 -0.03 -0.07
H 0.809 -8.931 3.023 0.01 0.00 0.00
C 3.665 -4.037 6.623 -0.12 0.05 -0.12
C 4.489 -3.428 5.515 0.02 -0.01 0.04
C 5.983 -3.387 5.719 -0.02 0.07 -0.16
O 3.976 -2.996 4.509 -0.03 0.02 -0.01
H 2.612 -4.008 6.353 0.00 0.00 -0.01
H 3.966 -5.073 6.786 0.06 0.02 0.08
H 3.816 -3.482 7.550 0.06 -0.07 0.04
H 6.371 -4.398 5.850 0.00 0.01 0.10
H 6.222 -2.806 6.612 0.01 -0.08 0.06
H 6.457 -2.929 4.855 -0.01 0.00 0.00
```
Forces are in eV/Å.

Values from the calculation:
HOMO energy = -9.17 eV

Atomic partial charges in e from the Löwdin method, atoms 1 to 4: number 1, C, carries 0.0284; number 2, B, carries -0.6716; number 3, O, carries 0.1812; number 4, O, carries 0.0109